1.
30
Properties=species:S:1:pos:R:3:forces:R:3 method="wB97M-V/def2-TZVPD" total_energy_ev=-323146.27981 spin_multiplicity=1 charge=+2
Ag 11.7828 9.8537 -27.2357 -0.4484 0.2157 -0.5907
Ag 11.5200 15.1969 -23.5325 -0.4074 -0.2829 -0.0187
Ag 11.7678 14.0581 -28.2268 0.1635 -0.6715 -0.6548
Ag 12.2007 9.5053 -22.6397 -0.4727 0.0370 0.1082
Ag 6.8705 15.3012 -26.5753 0.0729 -0.7281 0.2352
C 8.9508 11.9537 -25.3467 2.6600 0.1200 -2.3107
O 9.3547 10.8481 -25.0013 0.7812 -3.9963 0.5420
O 8.9265 12.8481 -24.5314 -1.1312 4.5077 4.8258
O 8.9263 12.3422 -26.5374 -0.7091 0.2543 -3.3173
B 13.2959 11.3380 -30.8064 2.2989 -0.1413 0.0739
F 12.0019 11.5252 -30.5002 -3.3923 0.2974 1.1204
F 13.7468 10.1379 -30.2590 -0.2289 -1.1867 0.5040
F 13.5795 11.5189 -32.0891 -0.2157 -0.7216 -2.7295
F 14.0263 12.3350 -30.1954 0.8249 2.2027 2.4868
Br 3.5806 12.6104 -24.8880 0.2665 -0.4372 0.0087
C 3.2068 11.7204 -23.1838 0.4585 -0.3962 1.2301
C 4.4828 11.2372 -22.4297 0.2984 0.6566 -0.5165
Br 4.2963 10.9967 -20.4511 -0.1413 0.1619 -1.3419
H 2.6084 10.8220 -23.3357 -0.2913 0.4619 -0.4164
H 2.6443 12.5078 -22.6820 0.1445 -0.4498 0.3221
H 5.3158 11.9232 -22.5831 -0.2299 0.2569 0.3501
H 4.8528 10.3062 -22.8590 -0.3981 -0.1745 0.2966
Br 9.7492 9.9182 -18.7399 0.9357 0.9188 -0.0223
C 10.5591 11.7710 -18.6019 -1.4100 -0.0358 0.0393
C 9.3744 12.7013 -19.0111 1.1147 -0.7068 -0.1906
Br 10.0980 14.5294 -19.0190 -0.4034 -0.2628 0.0537
H 11.4865 11.8570 -19.1682 -0.4783 -0.1791 -0.5511
H 10.8833 11.9511 -17.5770 -0.5051 -0.2660 0.1068
H 8.5114 12.5437 -18.3641 0.3615 0.5670 0.4244
H 8.9776 12.5110 -20.0084 0.4818 -0.0211 -0.0678

2.
18
Properties=species:S:1:pos:R:3:forces:R:3 method="wB97M-V/def2-TZVPD" total_energy_ev=-15312.70754 spin_multiplicity=4 charge=+3
C -1.9702 -0.3217 -3.3506 0.7521 -0.4541 -1.8000
C -2.8492 -0.1017 -2.3849 -0.4943 0.1780 2.0027
H -1.3570 0.4741 -3.7895 -0.0112 -0.1567 0.0718
H -1.8100 -1.3435 -3.7282 -0.1120 0.1252 -0.1965
H -3.7472 -0.6147 -2.0216 -0.0789 -0.1454 -0.3432
Au -1.7079 0.6473 -0.8378 -12.9745 -7.4708 -7.6223
O 1.1850 0.8321 1.2439 -0.4977 -1.1660 0.2081
Li 2.4903 2.3468 1.8334 0.9815 0.7292 0.5784
O 1.0593 2.9015 0.6303 -0.2544 -0.5782 0.0255
C 0.5282 1.7885 0.5498 0.4674 1.0780 -0.4793
O -0.4777 1.4644 -0.1277 11.2775 7.8760 6.8891
C 0.7387 -0.5371 1.2379 2.4671 -0.1069 1.8007
C 1.6942 -1.3560 2.0690 -0.8744 -0.2151 -0.6562
H -0.2785 -0.5686 1.6514 -0.6606 0.1156 -0.1037
H 0.7177 -0.8889 0.1973 -0.3653 -0.0386 -0.6490
H 1.7127 -1.0058 3.1094 0.1409 0.0213 0.1223
H 1.3608 -2.4022 2.0613 0.0876 0.2120 0.0282
H 2.7108 -1.3146 1.6565 0.1492 -0.0036 0.1234

3.
18
Properties=species:S:1:pos:R:3:forces:R:3 method="wB97M-V/def2-TZVPD" total_energy_ev=-88482.20904 spin_multiplicity=1
C 1.9697 -2.0102 -0.7138 1.4783 1.9806 -0.9841
C -2.6533 1.0741 0.1511 -0.1260 -0.4594 -0.3112
C 3.1731 -0.2483 -2.1769 2.4717 -0.1710 -0.5014
C -0.3836 -0.8210 2.3019 0.3359 3.7822 -4.8371
C -1.3065 0.5018 0.4968 0.4002 -0.9035 -0.1016
N -2.9265 2.2582 0.2376 1.0314 0.8483 0.7683
N 2.6029 -1.1665 -1.2620 -1.8698 -2.2422 0.7376
O -1.3967 0.1650 1.8322 1.2452 -0.1257 -0.5081
Br 0.2721 1.7753 -0.0782 -1.0844 -0.7171 0.6589
I -4.0381 -0.5220 -0.4509 0.2729 0.3512 0.2595
H 3.0880 0.7802 -1.7275 0.4425 -1.0263 -0.8193
H 2.7566 -0.3335 -3.1836 -0.7705 0.2493 0.4249
H 4.2658 -0.6243 -2.4450 -1.8369 1.2353 1.1961
H -0.1218 -1.3779 1.4448 0.3395 -1.0261 -0.9729
H -0.8338 -1.3896 2.9457 -2.3565 -2.9603 4.0329
H 0.4957 -0.3249 2.5835 0.9982 0.8336 0.9545
H -1.1153 -0.3437 -0.1874 0.3130 0.2316 0.5697
H -3.8483 2.6074 0.2320 -1.2845 0.1195 -0.5670